(1)
{
  "formula": "C3H6S2",
  "method": "wB97M-V/def2-TZVPD",
  "elements": ["S", "C", "C", "C", "S", "H", "H", "H", "H", "H", "H"],
  "xyz": [[-1.9037, 0.2914, -1.0154], [-0.9586, 0.6766, 0.3637], [0.4275, 0.0179, -0.1033], [0.6467, -1.3331, 0.4051], [1.9323, 0.0466, 0.7829], [-0.6616, 0.3417, -2.0828], [-0.7558, 1.8006, 0.6498], [-1.2132, -0.1643, 1.3236], [0.6865, 0.0149, -1.2882], [0.7369, -2.3797, -0.2489], [0.0560, -1.1906, 1.3731]],
  "nbo_charge": [0.01, -0.61, -0.38, -0.46, 0.11, 0.13, 0.24, 0.24, 0.22, 0.27, 0.22],
  "smiles": "SC[C@@H]1CS1",
  "energy_ha": -914.118913,
  "e_homo_ev": -9.0291,
  "fmax_ev_per_a": 4.522,
  "relative_energy_kcal_mol": 98.4
}

(2)
{
  "formula": "C3H6S2",
  "method": "wB97M-V/def2-TZVPD",
  "elements": ["C", "C", "C", "S", "S", "H", "H", "H", "H", "H", "H"],
  "xyz": [[-2.4341, 0.5539, -0.1806], [-1.5699, -0.1135, 0.5433], [1.3913, 0.1620, -0.3095], [4.0978, -1.0828, -0.3385], [2.7715, 0.3844, 0.5503], [-2.3382, 0.6230, -1.2177], [-3.0677, 1.1880, 0.3946], [-1.6083, 0.0209, 1.6406], [-0.9688, -0.8200, 0.1090], [0.4874, 0.7548, 0.0855], [3.2389, -1.6707, -1.2771]],
  "nbo_charge": [-0.38, -0.39, -0.54, -0.21, 0.37, 0.20, 0.19, 0.19, 0.20, 0.20, 0.17],
  "energy_ha": -914.118512,
  "e_homo_ev": -8.8921,
  "fmax_ev_per_a": 2.580,
  "relative_energy_kcal_mol": 98.6
}

(3)
{
  "formula": "C3H6S2",
  "method": "wB97M-V/def2-TZVPD",
  "elements": ["C", "C", "C", "S", "S", "H", "H", "H", "H", "H", "H"],
  "xyz": [[1.5335, 0.3825, -0.7316], [0.7281, 0.2688, 0.4541], [-0.2746, -1.0038, 0.5423], [-2.2943, 0.9227, -0.3877], [-1.7249, -1.1479, -0.4401], [1.4087, 1.0732, -1.5706], [2.2736, -0.3940, -0.7192], [1.3277, 0.1336, 1.3922], [0.0773, 1.2033, 0.5400], [0.2764, -1.9505, 0.7117], [-3.3317, 0.5121, 0.2088]],
  "nbo_charge": [-0.29, -0.54, -0.36, -0.12, 0.19, 0.19, 0.16, 0.22, 0.22, 0.20, 0.12],
  "energy_ha": -914.127447,
  "e_homo_ev": [-8.1299, -7.5646],
  "fmax_ev_per_a": 3.617,
  "relative_energy_kcal_mol": 93.0
}

(4)
{
  "formula": "C3H7BO",
  "method": "wB97M-V/def2-TZVPD",
  "elements": ["B", "C", "C", "C", "O", "H", "H", "H", "H", "H", "H", "H"],
  "xyz": [[1.8685, -0.3231, -0.1930], [-1.9436, 0.0637, -0.0374], [0.7445, -0.3634, 0.8660], [-0.6095, 0.4339, -0.4943], [-2.4234, 0.4552, 1.0037], [2.6182, 0.6470, -0.4179], [1.9089, -1.1577, -1.1005], [-2.5912, -0.6655, -0.6607], [0.7112, 0.4818, 1.5487], [0.1131, -1.1665, 1.0933], [-0.0805, 0.1060, -1.3802], [-0.3162, 1.4885, -0.2277]],
  "nbo_charge": [0.34, 0.37, -0.65, -0.46, -0.51, -0.06, -0.08, 0.12, 0.22, 0.22, 0.23, 0.25],
  "energy_ha": -218.476210,
  "e_homo_ev": -10.2172,
  "fmax_ev_per_a": 4.791,
  "relative_energy_kcal_mol": 67.4
}

(5)
{
  "formula": "C3H7Br",
  "method": "wB97M-V/def2-TZVPD",
  "elements": ["C", "C", "C", "Br", "H", "H", "H", "H", "H", "H", "H"],
  "xyz": [[0.0092, 1.3779, -0.4572], [0.9128, -1.8116, 0.1103], [-0.7067, 0.5073, 0.5048], [-2.5095, -0.1620, 0.1611], [0.2075, 0.9035, -1.3872], [-0.6911, 2.1584, -0.7785], [0.8380, 1.8385, 0.0152], [1.1473, -0.8837, -0.4452], [0.0191, -2.1924, -0.2657], [1.3275, -2.0904, 1.0430], [-0.5541, 0.3547, 1.4994]],
  "nbo_charge": [-0.71, -0.51, -0.15, -0.01, 0.23, 0.23, 0.24, 0.17, 0.17, 0.18, 0.18],
  "energy_ha": -2692.360029,
  "e_homo_ev": [-8.7492, -8.0890],
  "fmax_ev_per_a": 2.874,
  "relative_energy_kcal_mol": 81.4
}

(6)
{
  "formula": "C3H7BrN3",
  "method": "wB97M-V/def2-TZVPD",
  "elements": ["C", "N", "C", "N", "C", "N", "Br", "H", "H", "H", "H", "H", "H", "H"],
  "xyz": [[-0.1230, -2.4365, 0.2210], [0.7357, -1.9378, -0.6315], [0.9666, -0.7013, -0.6453], [0.0462, 0.1628, -0.1709], [0.0000, 1.6050, -0.4846], [-1.0336, -0.4350, 0.4653], [-2.7995, 0.0322, -0.0520], [-0.6781, -3.3897, -0.0835], [0.0916, -2.4875, 1.2175], [1.9676, -0.5144, -1.2304], [-0.7688, 1.7528, -1.2040], [-0.3366, 2.0881, 0.4458], [0.9917, 1.9799, -0.9395], [-1.1199, -0.3384, 1.5836]],
  "nbo_charge": [0.13, -0.42, 0.32, -0.24, -0.42, -0.50, 0.28, 0.24, 0.19, 0.28, 0.23, 0.23, 0.26, 0.44],
  "charge": 1,
  "smiles": "C=N/C=[N+](/C)NBr",
  "energy_ha": -2856.388087,
  "e_homo_ev": -14.5747,
  "fmax_ev_per_a": 4.186,
  "relative_energy_kcal_mol": 87.8
}

(7)
{
  "formula": "C3H7CeO2",
  "method": "wB97M-V/def2-TZVPD",
  "elements": ["C", "C", "O", "C", "Ce", "H", "H", "H", "H", "H", "H", "O", "H"],
  "xyz": [[0.3638, 0.3493, -1.8462], [0.5507, 1.0101, -0.5078], [-0.2129, 0.2011, 0.4790], [-0.0446, 0.4238, 1.8098], [-0.9503, -1.5178, -1.0910], [-0.1710, 0.9979, -2.5539], [1.3224, 0.0548, -2.2957], [0.1012, 2.0107, -0.4223], [1.5915, 1.0487, -0.1528], [-1.1210, -2.8033, 1.5164], [0.7176, 1.1495, 2.1004], [-1.2953, -2.9784, 0.5238], [-0.8522, 0.0536, 2.4403]],
  "mulliken_spin": [-0.01, 0.02, 0.10, 0.84, 1.05, 0.00, 0.00, -0.02, 0.00, 0.00, 0.02, -0.01, 0.02],
  "charge": 1,
  "spin_multiplicity": 3,
  "energy_ha": -743.759277,
  "s2": 2.006,
  "e_homo_ev": [-11.7456, -12.8957],
  "fmax_ev_per_a": 2.680,
  "relative_energy_kcal_mol": 0.0
}

(8)
{
  "formula": "C3H7Cl4Hg2O",
  "method": "wB97M-V/def2-TZVPD",
  "elements": ["Hg", "Hg", "C", "O", "H", "H", "H", "C", "Cl", "Cl", "H", "H", "C", "Cl", "Cl", "H", "H"],
  "xyz": [[-1.5660, 1.7672, 2.9335], [-0.2469, -1.4797, 2.6916], [-1.4862, 0.3355, -0.0856], [-1.1951, 0.1218, 1.2410], [-2.4487, 0.8397, -0.1725], [-0.7094, 0.7997, -0.6931], [-1.5152, -0.5965, -0.6500], [0.1754, -2.9861, -1.2489], [0.0961, -3.0969, 0.5343], [1.1026, -1.5907, -1.8855], [0.5554, -3.9504, -1.5863], [-0.8253, -2.8559, -1.6607], [1.5553, 2.6427, 0.0714], [1.6121, 2.3999, 1.8528], [2.3931, 1.3708, -0.8897], [0.4985, 2.7010, -0.1892], [2.0041, 3.5779, -0.2632]],
  "mulliken_spin": [0.75, 0.72, 0.02, -0.53, -0.03, -0.02, -0.07, 0.01, 0.07, 0.00, 0.01, 0.00, 0.00, 0.06, 0.00, 0.00, 0.00],
  "charge": 2,
  "spin_multiplicity": 2,
  "energy_ha": -2340.514468,
  "s2": 1.186,
  "e_homo_ev": [-17.0128, -16.9994],
  "fmax_ev_per_a": 1.822,
  "relative_energy_kcal_mol": 0.0
}

(9)
{
  "formula": "C3H7ClN2",
  "method": "wB97M-V/def2-TZVPD",
  "elements": ["C", "C", "C", "N", "N", "Cl", "H", "H", "H", "H", "H", "H", "H"],
  "xyz": [[2.1402, 0.6376, -1.2240], [-1.7361, 0.3454, 0.5691], [0.3289, -0.9701, 0.7881], [-0.2132, 0.2617, -1.1551], [-0.4593, -0.0973, -0.0169], [1.9921, 2.1131, -1.9184], [2.3915, -0.1994, -1.9545], [-2.1267, 0.8410, -0.2614], [-2.2392, -0.5339, 0.9398], [-1.5527, 1.0575, 1.4359], [0.2437, -0.6003, 1.7251], [-0.2111, -1.8530, 0.7503], [1.4418, -1.0023, 0.3221]],
  "nbo_charge": [-0.36, -0.45, -0.45, -0.20, -0.06, 0.06, 0.13, 0.24, 0.20, 0.21, 0.20, 0.20, 0.27],
  "energy_ha": -687.967749,
  "e_homo_ev": -7.5996,
  "fmax_ev_per_a": 4.811,
  "relative_energy_kcal_mol": 156.3
}

(10)
{
  "formula": "C3H7ClN3",
  "method": "wB97M-V/def2-TZVPD",
  "elements": ["H", "N", "C", "Cl", "C", "C", "N", "N", "H", "H", "H", "H", "H", "H"],
  "xyz": [[-2.2590, -2.1586, 0.1690], [-1.4868, -1.5255, 0.0085], [-1.7469, -0.3138, -0.1689], [-3.2711, 0.5391, -0.0348], [-0.4946, 0.8052, -0.2619], [0.8623, 0.2355, -0.0984], [1.0599, -1.0696, -0.0505], [1.9216, 1.0634, 0.0791], [-0.5519, 1.4839, 0.6906], [-0.5472, 1.3690, -1.0998], [0.1702, -1.6589, -0.1034], [1.9750, -1.4020, 0.2654], [1.6195, 2.0193, 0.2233], [2.7492, 0.6130, 0.3819]],
  "nbo_charge": [0.41, -0.67, 0.33, 0.07, -0.53, 0.56, -0.72, -0.73, 0.28, 0.27, 0.46, 0.42, 0.43, 0.42],
  "charge": 1,
  "smiles": "[H]/N=C(\\Cl)CC(N)=[NH2+]",
  "energy_ha": -742.726748,
  "e_homo_ev": -15.2918,
  "fmax_ev_per_a": 5.291,
  "relative_energy_kcal_mol": 2.7
}